Entry 1:
The following is a quantum chemistry calculation of 13 unconnected molecules or ions with the total composition C30H89F3N16O15S, from OMol25.

Atoms and positions in Å:
O1 -2.565 -11.832 11.989
H1 -1.708 -12.252 11.885
H2 -2.948 -11.323 11.271
H3 -3.259 -12.443 12.247
C1 -1.819 -10.339 4.262
F1 -0.844 -11.181 4.618
F2 -1.343 -9.137 4.352
F3 -2.069 -10.625 2.994
S1 -3.320 -10.613 5.486
O2 -2.923 -10.282 6.875
O3 -4.367 -9.732 4.920
O4 -3.661 -12.053 5.406
C2 -11.440 -13.263 6.715
O5 -12.561 -12.866 6.629
N1 -11.192 -14.504 6.928
N2 -10.344 -12.569 6.566
H4 -10.218 -14.746 7.039
H5 -11.887 -15.196 7.168
H6 -10.321 -11.639 6.173
H7 -9.442 -13.020 6.608
C3 3.549 -4.089 4.257
O6 2.577 -4.242 3.472
N3 3.889 -2.926 4.629
N4 4.240 -5.090 4.776
H8 3.330 -2.175 4.250
H9 4.521 -2.766 5.401
H10 3.923 -6.010 4.505
H11 4.967 -4.910 5.453
C4 -5.711 -18.690 8.107
O7 -6.626 -18.165 8.660
N5 -4.836 -18.013 7.395
N6 -5.329 -19.910 8.330
H12 -4.187 -18.533 6.822
H13 -4.682 -17.016 7.344
H14 -4.461 -20.304 7.996
H15 -5.891 -20.492 8.934
C5 -3.996 -1.960 4.067
O8 -4.823 -1.124 4.287
N7 -2.719 -1.665 3.923
N8 -4.225 -3.179 3.589
H16 -2.083 -2.420 3.710
H17 -2.330 -0.778 4.211
H18 -3.460 -3.832 3.499
H19 -5.139 -3.602 3.506
C6 -8.377 -8.424 0.402
O9 -9.067 -8.147 -0.576
N9 -8.857 -8.795 1.566
N10 -7.123 -8.301 0.415
H20 -8.299 -8.904 2.401
H21 -9.865 -8.744 1.539
H22 -6.654 -8.505 1.285
H23 -6.618 -7.930 -0.377
C7 1.430 -18.813 2.352
C8 0.385 -18.082 3.228
C9 -0.178 -16.855 2.370
O10 -0.642 -17.380 1.076
C10 -0.896 -16.343 0.181
N11 -0.574 -19.102 3.652
H24 2.064 -17.983 2.039
H25 0.952 -19.206 1.455
H26 2.145 -19.554 2.709
H27 0.950 -17.639 4.048
H28 0.666 -16.178 2.244
H29 -1.011 -16.558 3.008
H30 -1.156 -16.682 -0.821
H31 0.060 -15.867 -0.037
H32 -1.660 -15.663 0.560
H33 0.032 -19.690 4.206
H34 -0.686 -19.665 2.821
C11 -6.650 -12.925 14.936
C12 -7.233 -13.286 13.586
C13 -7.850 -12.013 12.942
O11 -6.796 -10.992 12.921
C14 -7.250 -9.972 12.039
N12 -6.123 -13.915 12.786
H35 -5.694 -12.402 14.939
H36 -6.427 -13.890 15.390
H37 -7.343 -12.454 15.633
H38 -7.895 -14.124 13.805
H39 -8.583 -11.626 13.649
H40 -8.435 -12.234 12.050
H41 -7.755 -10.456 11.204
H42 -6.495 -9.281 11.665
H43 -7.929 -9.317 12.584
H44 -6.528 -14.311 11.950
H45 -5.891 -14.805 13.204
C15 -0.417 -4.715 15.696
C16 -0.507 -5.362 14.210
C17 0.070 -4.375 13.124
O12 0.042 -4.828 11.787
C18 -1.219 -5.273 11.213
N13 0.282 -6.584 14.336
H46 0.639 -4.617 15.943
H47 -1.060 -5.310 16.345
H48 -0.859 -3.722 15.780
H49 -1.542 -5.645 14.018
H50 1.115 -4.205 13.384
H51 -0.352 -3.392 13.333
H52 -1.962 -4.491 11.057
H53 -1.689 -6.087 11.765
H54 -1.028 -5.674 10.218
H55 0.261 -6.889 13.373
H56 1.261 -6.337 14.321
C19 3.659 -12.033 9.144
C20 3.279 -13.542 9.148
C21 4.466 -14.479 8.804
O13 4.869 -14.341 7.383
C22 5.878 -15.273 7.014
N14 2.758 -13.845 10.523
H57 2.875 -11.558 9.733
H58 3.685 -11.631 8.131
H59 4.608 -11.841 9.645
H60 2.433 -13.759 8.496
H61 4.185 -15.508 9.031
H62 5.348 -14.352 9.432
H63 5.831 -16.324 7.297
H64 6.864 -14.997 7.386
H65 6.124 -15.247 5.952
H66 2.495 -14.814 10.627
H67 3.393 -13.642 11.282
C23 4.184 -11.246 -1.562
C24 5.459 -11.940 -1.059
C25 5.416 -13.501 -0.847
O14 5.139 -14.082 -2.145
C26 4.900 -15.427 -2.037
N15 6.602 -11.578 -1.898
H68 3.823 -11.898 -2.357
H69 4.337 -10.206 -1.849
H70 3.441 -11.195 -0.766
H71 5.594 -11.535 -0.056
H72 4.587 -13.742 -0.182
H73 6.328 -13.822 -0.345
H74 4.801 -15.957 -2.984
H75 3.961 -15.646 -1.529
H76 5.759 -16.002 -1.691
H77 6.246 -11.795 -2.818
H78 7.398 -12.137 -1.626
C27 -6.690 -21.313 1.177
C28 -6.862 -19.983 0.467
C29 -6.799 -18.747 1.408
O15 -7.113 -17.585 0.597
C30 -7.624 -16.393 1.225
N16 -5.949 -19.873 -0.566
H79 -7.381 -21.454 2.008
H80 -5.697 -21.375 1.621
H81 -6.805 -22.142 0.478
H82 -7.835 -19.914 -0.018
H83 -5.947 -18.779 2.088
H84 -7.618 -18.844 2.121
H85 -6.995 -15.914 1.975
H86 -8.630 -16.392 1.644
H87 -7.819 -15.822 0.317
H88 -5.018 -19.747 -0.194
H89 -6.133 -18.984 -1.008

The value obtained for the energy relative to the best compared isomer or geometry (same formula, charge and spin) is 0.000 eV. The highest occupied orbital energy comes out at -8.017 eV. Its total energy is -3898.608323 Ha. The value obtained for the LUMO energy is -2.7 eV.



Entry 2:
The following is a quantum chemistry calculation of 12 unconnected molecules or ions with the total composition C30H89N5O17, from OMol25.

Atoms and positions in Å:
C1 -4.700 -1.240 -0.484
O1 -3.449 -1.844 -0.676
C2 -2.383 -1.113 -0.148
C3 -1.099 -1.774 -0.578
N1 -0.008 -1.134 0.166
C4 1.334 -1.468 -0.169
C5 1.588 -1.545 -1.655
O2 1.599 -0.299 -2.327
C6 2.629 0.580 -1.974
H1 -5.203 -1.082 -1.444
H2 -4.643 -0.289 0.049
H3 -5.386 -1.896 0.063
H4 -2.445 -1.030 0.950
H5 -2.378 -0.093 -0.548
H6 -0.918 -1.345 -1.569
H7 -1.100 -2.867 -0.548
H8 -0.185 -1.186 1.163
H9 1.597 -2.473 0.211
H10 2.092 -0.793 0.235
H11 0.866 -2.195 -2.147
H12 2.582 -1.983 -1.836
H13 3.124 0.914 -2.883
H14 3.422 0.162 -1.340
H15 2.186 1.406 -1.411
C7 -2.265 3.591 -1.321
O3 -1.451 3.674 -2.486
C8 -0.509 2.640 -2.554
C9 -0.888 1.516 -3.504
N2 -0.596 1.744 -4.910
C10 -1.307 2.838 -5.578
C11 -0.621 3.103 -6.882
O4 0.538 3.883 -6.615
C12 0.998 4.658 -7.663
H16 -2.805 2.642 -1.246
H17 -2.978 4.411 -1.294
H18 -1.578 3.719 -0.471
H19 -0.184 2.307 -1.553
H20 0.420 3.109 -2.913
H21 -1.975 1.380 -3.367
H22 -0.472 0.536 -3.277
H23 0.403 1.781 -5.074
H24 -1.326 3.748 -4.974
H25 -2.304 2.426 -5.753
H26 -1.342 3.542 -7.581
H27 -0.280 2.131 -7.271
H28 1.645 4.073 -8.338
H29 1.666 5.436 -7.291
H30 0.189 5.118 -8.236
C13 -2.631 11.331 -1.336
O5 -2.480 10.044 -0.781
C14 -1.155 9.740 -0.613
C15 -1.002 8.351 -0.073
N3 0.388 7.936 0.099
C16 0.600 6.926 1.149
C17 0.958 5.572 0.594
O6 2.184 5.756 -0.075
C18 2.461 4.710 -0.947
H31 -3.684 11.536 -1.486
H32 -2.094 11.427 -2.296
H33 -2.132 12.087 -0.711
H34 -0.607 10.407 0.076
H35 -0.576 9.873 -1.543
H36 -1.573 7.616 -0.682
H37 -1.618 8.271 0.832
H38 0.762 7.507 -0.740
H39 -0.241 6.836 1.841
H40 1.446 7.261 1.764
H41 0.253 5.276 -0.196
H42 1.103 4.785 1.336
H43 3.463 4.813 -1.368
H44 1.818 4.763 -1.839
H45 2.393 3.740 -0.442
C19 0.709 -10.405 1.817
O7 1.171 -9.084 1.550
C20 2.445 -9.092 0.956
C21 2.957 -7.698 0.837
N4 2.068 -6.897 -0.008
C22 1.959 -5.516 0.335
C23 3.267 -4.801 0.589
O8 4.004 -4.635 -0.607
C24 5.397 -4.486 -0.448
H46 0.898 -11.072 0.975
H47 -0.338 -10.359 2.100
H48 1.248 -10.730 2.721
H49 2.305 -9.525 -0.047
H50 3.109 -9.743 1.538
H51 3.862 -7.668 0.231
H52 3.046 -7.268 1.840
H53 1.145 -7.297 -0.103
H54 1.410 -5.385 1.295
H55 1.356 -4.982 -0.403
H56 3.847 -5.343 1.352
H57 3.113 -3.805 1.031
H58 5.681 -3.598 0.132
H59 5.801 -4.441 -1.459
H60 5.877 -5.354 0.032
C25 -0.345 2.752 8.721
O9 -0.499 1.585 7.998
C26 -1.832 1.107 8.057
C27 -1.862 -0.198 7.301
N5 -1.160 -0.107 6.053
C28 -1.198 -1.289 5.219
C29 -0.395 -1.091 3.942
O10 -0.086 -2.316 3.323
C30 1.059 -2.977 3.859
H61 0.666 3.135 8.597
H62 -0.491 2.614 9.805
H63 -1.046 3.552 8.441
H64 -2.501 1.879 7.666
H65 -2.094 0.893 9.102
H66 -2.897 -0.461 7.030
H67 -1.611 -1.046 7.967
H68 -0.209 0.222 6.147
H69 -2.214 -1.617 4.972
H70 -0.810 -2.164 5.791
H71 0.438 -0.396 4.070
H72 -1.103 -0.673 3.222
H73 1.006 -4.005 3.505
H74 0.968 -3.050 4.947
H75 1.960 -2.454 3.547
O11 -3.780 -4.546 -0.132
H76 -3.843 -3.683 -0.573
H77 -2.966 -4.508 0.388
O12 -5.077 -3.575 2.349
H78 -4.117 -3.536 2.237
H79 -5.243 -3.325 3.265
O13 -1.734 -3.951 1.762
H80 -1.432 -3.365 2.483
H81 -1.238 -4.769 1.887
O14 -6.555 -4.731 0.120
H82 -5.659 -4.955 -0.192
H83 -6.369 -4.317 0.975
O15 3.343 -3.433 -3.890
H84 3.521 -3.945 -4.689
H85 2.909 -4.058 -3.294
O16 2.376 -0.935 -5.452
H86 1.551 -1.207 -5.029
H87 3.057 -1.450 -4.992
O17 3.917 1.314 -5.135
H88 3.200 0.647 -5.093
H89 3.921 1.629 -6.044

The value obtained for the energy relative to the best compared isomer or geometry (same formula, charge and spin) is 2.315 eV. The highest occupied orbital energy comes out at -8.093 eV. Its total energy is -2748.993621 Ha. The value obtained for the LUMO energy is 0.1 eV.



Entry 3:
The following is a quantum chemistry calculation of 13 unconnected molecules or ions with the total composition C30H90N4O18, from OMol25.

Atoms and positions in Å:
C1 2.145 1.992 -4.009
O1 1.026 2.514 -3.332
H1 1.909 1.509 -4.956
H2 2.865 2.780 -4.265
H3 2.734 1.290 -3.409
H4 1.317 2.705 -2.419
C2 0.958 4.842 -1.102
O2 1.775 3.696 -0.957
H5 1.527 5.734 -0.830
H6 0.703 4.945 -2.160
H7 0.026 4.782 -0.535
H8 2.589 3.897 -0.417
C3 6.260 0.144 -0.119
O3 5.487 0.667 -1.177
H9 6.256 -0.951 -0.078
H10 7.275 0.534 -0.180
H11 5.846 0.505 0.837
H12 4.581 0.320 -1.069
C4 1.741 -1.621 -3.719
O4 1.696 -2.992 -4.045
H13 1.527 -1.457 -2.662
H14 2.674 -1.088 -3.914
H15 1.022 -1.069 -4.333
H16 0.962 -3.212 -4.617
C5 5.497 3.869 -0.962
C6 4.867 3.406 0.348
C7 5.853 3.334 1.500
O5 5.290 3.031 2.754
C8 4.965 1.670 2.888
N1 3.834 4.439 0.692
H17 6.405 3.281 -1.123
H18 5.895 4.878 -0.823
H19 4.815 3.820 -1.803
H20 4.363 2.445 0.215
H21 6.417 4.265 1.623
H22 6.670 2.639 1.249
H23 4.350 1.256 2.082
H24 4.427 1.505 3.820
H25 5.830 0.994 2.931
H26 4.377 5.301 0.676
H27 3.559 4.359 1.669
C9 -2.418 1.868 -2.194
C10 -2.585 1.944 -3.700
C11 -4.026 2.095 -4.153
O6 -4.810 1.033 -3.631
C12 -6.024 1.458 -3.048
N2 -1.769 3.067 -4.241
H28 -2.834 2.754 -1.705
H29 -1.395 1.753 -1.829
H30 -2.930 0.985 -1.790
H31 -2.146 1.055 -4.164
H32 -4.152 2.065 -5.240
H33 -4.330 3.110 -3.860
H34 -6.556 0.530 -2.838
H35 -6.639 2.078 -3.710
H36 -5.902 2.042 -2.130
H37 -0.817 2.871 -3.921
H38 -2.030 3.890 -3.696
C13 -3.054 0.110 1.505
C14 -2.950 -1.336 2.072
C15 -4.338 -1.769 2.465
O7 -4.857 -0.970 3.501
C16 -5.710 -1.652 4.386
N3 -2.384 -2.165 0.984
H39 -3.408 0.868 2.204
H40 -3.743 0.138 0.651
H41 -2.131 0.413 1.003
H42 -2.266 -1.313 2.922
H43 -4.336 -2.837 2.739
H44 -5.044 -1.816 1.625
H45 -6.589 -2.024 3.848
H46 -6.049 -0.943 5.138
H47 -5.245 -2.501 4.896
H48 -1.497 -1.678 0.825
H49 -2.860 -1.964 0.106
C17 -5.472 -3.264 -0.644
C18 -5.475 -2.177 -1.701
C19 -4.248 -2.180 -2.576
O8 -3.098 -1.679 -1.910
C20 -1.978 -1.757 -2.759
N4 -6.705 -2.307 -2.484
H50 -4.501 -3.421 -0.164
H51 -5.551 -4.249 -1.122
H52 -6.270 -3.149 0.085
H53 -5.458 -1.207 -1.180
H54 -4.422 -1.580 -3.475
H55 -4.034 -3.210 -2.897
H56 -1.267 -0.964 -2.514
H57 -2.220 -1.536 -3.805
H58 -1.484 -2.732 -2.717
H59 -6.691 -1.767 -3.344
H60 -7.533 -1.975 -2.006
C21 0.959 0.091 3.930
C22 1.851 -1.137 3.737
O9 2.625 -1.340 4.920
O10 1.787 1.230 3.716
H61 0.476 0.151 4.912
H62 0.059 0.046 3.301
H63 2.463 -1.051 2.839
H64 1.200 -2.008 3.662
H65 2.984 -0.475 5.151
H66 1.246 2.038 3.624
C23 -0.442 -4.505 2.416
C24 0.273 -5.805 2.696
O11 1.450 -5.593 3.474
O12 -1.615 -4.723 1.681
H67 0.239 -3.862 1.841
H68 -0.609 -3.921 3.330
H69 0.550 -6.279 1.749
H70 -0.382 -6.502 3.226
H71 1.931 -6.420 3.535
H72 -2.038 -3.823 1.569
C25 -0.973 3.147 1.963
C26 0.080 4.178 2.259
O13 0.765 3.837 3.469
O14 -2.178 3.359 2.687
H73 -0.553 2.155 2.172
H74 -1.267 3.133 0.912
H75 -0.368 5.172 2.347
H76 0.751 4.220 1.392
H77 1.421 4.528 3.612
H78 -2.154 2.881 3.521
C27 0.696 0.149 -0.052
C28 2.135 0.554 0.076
O15 2.962 -0.393 -0.599
O16 0.335 -0.981 0.736
H79 0.389 0.023 -1.094
H80 0.090 0.959 0.360
H81 2.371 0.657 1.141
H82 2.251 1.542 -0.374
H83 3.061 -1.215 -0.091
H84 0.994 -1.696 0.774
C29 2.930 -4.312 -1.287
C30 1.819 -3.826 -0.358
O17 2.312 -3.025 0.733
O18 3.811 -5.255 -0.665
H85 3.529 -3.445 -1.590
H86 2.529 -4.838 -2.149
H87 1.317 -4.693 0.090
H88 1.014 -3.326 -0.894
H89 2.897 -3.565 1.273
H90 3.936 -4.994 0.252

The value obtained for the energy relative to the best compared isomer or geometry (same formula, charge and spin) is 0.000 eV. The highest occupied orbital energy comes out at -9.081 eV. Its total energy is -2770.143167 Ha. The value obtained for the LUMO energy is 0.3 eV.